Record 1
93
Properties=species:S:1:pos:R:3:forces:R:3:mulliken_spin:R:1 method="wB97M-V/def2-TZVPD" charge=0 energy_ev=-394763.1139 spin_multiplicity=3
W 0.086 0.037 0.329 -0.0680 -0.2437 -0.5667 0.739
C -0.550 -1.297 -4.100 -0.0197 -0.0064 0.0233 0.001
O -0.269 0.131 -4.065 -0.0022 -0.0072 0.0126 0.004
C -0.108 0.412 -2.777 0.0135 0.0264 0.0077 0.031
N -0.422 -0.471 -1.911 0.0430 0.1152 0.1274 -0.012
C -0.944 -1.640 -2.647 -0.0268 -0.0142 0.0043 -0.004
C -2.433 -1.827 -2.483 -0.0402 -0.0236 -0.0785 0.000
C -2.947 -3.103 -2.294 -0.0197 -0.0187 -0.0490 0.000
C -4.318 -3.302 -2.207 0.0241 -0.0029 -0.0131 0.000
C -5.184 -2.224 -2.310 0.0028 0.0151 -0.0026 0.000
C -4.676 -0.947 -2.513 0.0069 -0.0256 -0.0321 0.001
C -3.308 -0.750 -2.603 -0.0077 -0.0360 -0.0610 -0.001
C 0.574 1.621 -2.350 -0.0464 -0.0024 0.1048 0.030
C 1.048 2.615 -3.172 0.0428 0.0317 -0.0319 -0.011
C 1.939 3.546 -2.626 -0.0405 -0.0272 -0.0031 0.022
C 2.425 3.333 -1.353 -0.0083 -0.0020 0.0146 -0.005
C 1.939 2.267 -0.590 -0.1913 0.0110 -0.0619 0.083
N 0.897 1.540 -1.043 0.1538 -0.0071 -0.0760 0.012
C 2.703 1.637 0.476 0.0864 0.2458 0.1698 0.017
N 2.086 0.622 0.976 -0.0563 -0.1506 -0.1709 -0.044
C 2.941 -0.346 1.703 -0.0189 -0.0315 0.0780 -0.019
C 3.567 -1.257 0.658 -0.0231 -0.0543 -0.0070 0.025
O 2.586 -0.715 -1.539 -0.0071 -0.0588 -0.0800 0.017
C 3.974 0.275 2.617 -0.0193 -0.0485 -0.0061 0.010
C 3.828 0.104 3.986 -0.0206 0.0495 0.0474 0.000
C 4.764 0.614 4.874 0.0373 0.0363 0.0390 0.002
C 5.863 1.308 4.396 -0.0176 -0.0054 0.0210 0.000
C 6.022 1.482 3.027 0.0082 0.0034 -0.0234 0.000
C 5.087 0.968 2.142 0.0564 -0.0573 -0.0056 -0.007
H 0.365 -1.798 -4.414 -0.0044 0.0061 0.0109 0.000
H -1.348 -1.469 -4.816 -0.0026 0.0077 -0.0027 0.000
H -0.417 -2.532 -2.310 0.0029 -0.0116 0.0131 -0.002
H -2.269 -3.944 -2.205 -0.0071 0.0059 -0.0013 0.000
H -4.708 -4.300 -2.052 -0.0012 -0.0030 0.0023 0.000
H -6.253 -2.378 -2.240 -0.0061 0.0000 -0.0007 0.000
H -5.348 -0.102 -2.601 0.0017 -0.0019 -0.0019 0.000
H -2.920 0.251 -2.757 -0.0131 -0.0199 -0.0170 -0.001
H 0.772 2.626 -4.216 -0.0089 0.0091 0.0020 0.001
H 2.308 4.364 -3.229 0.0105 -0.0066 -0.0047 0.000
H 3.231 3.920 -0.938 0.0039 -0.0016 -0.0006 -0.001
H 2.275 -0.944 2.318 -0.0255 -0.0433 0.0459 -0.014
H 3.913 -2.156 1.173 0.0314 -0.0005 -0.0290 0.027
H 4.438 -0.779 0.201 -0.0312 0.0186 -0.0115 -0.002
H 2.970 -0.425 4.375 -0.1350 -0.0948 0.0436 -0.005
H 4.623 0.466 5.937 0.0137 0.0092 -0.0113 0.000
H 6.596 1.711 5.084 -0.0001 -0.0037 -0.0005 0.000
H 6.879 2.022 2.645 -0.0014 -0.0019 0.0052 0.000
H 5.212 1.121 1.079 0.0164 0.0074 0.0534 0.000
C -3.649 2.460 -0.551 -0.0159 0.0125 -0.0055 -0.006
C -4.640 1.708 0.062 0.0165 -0.0134 0.0129 0.001
C -4.326 0.446 0.528 0.0139 0.0312 0.0274 -0.013
C -3.025 -0.015 0.404 0.0121 -0.0144 0.0566 0.021
N -2.042 0.760 -0.087 -0.1119 -0.1283 0.2770 -0.033
C -2.369 1.952 -0.589 0.0460 -0.0189 0.0069 -0.006
C -2.623 -1.402 0.660 -0.0307 -0.0288 -0.0097 -0.005
C -3.463 -2.424 1.026 -0.0078 0.0213 -0.1022 -0.019
C -2.944 -3.714 1.109 -0.0820 0.0660 -0.1521 0.026
C -1.633 -3.949 0.767 0.0879 0.0295 -0.3174 0.020
C -0.834 -2.870 0.400 -0.0883 -0.1554 -0.0405 -0.014
N -1.326 -1.631 0.386 0.1226 -0.0383 0.2116 0.028
C 0.561 -2.944 -0.020 -0.0251 -0.0705 -0.0874 -0.031
C 1.060 -4.104 -0.507 -0.0167 0.0440 -0.0859 0.069
C 2.391 -4.110 -1.043 -0.0048 -0.0106 0.0010 -0.008
C 3.103 -2.985 -1.027 -0.0048 -0.0107 0.0273 0.023
C 2.597 -1.688 -0.459 0.0075 -0.0104 0.0320 -0.010
N 1.214 -1.736 0.018 0.0683 0.2044 -0.1191 0.040
H -3.842 3.443 -0.956 0.0011 0.0034 -0.0018 0.000
H -5.647 2.092 0.156 -0.0056 0.0003 0.0007 0.000
H -5.082 -0.187 0.968 0.0002 -0.0036 -0.0033 0.001
H -1.565 2.528 -1.011 -0.0509 -0.0555 -0.0142 -0.006
H -4.499 -2.230 1.262 -0.0066 -0.0041 -0.0118 -0.002
H -3.570 -4.529 1.443 -0.0015 0.0164 -0.0451 0.002
H -1.201 -4.935 0.842 -0.0082 0.0415 0.0212 -0.042
H 0.470 -5.006 -0.476 -0.0038 0.0017 0.0008 -0.002
H 2.810 -5.025 -1.441 -0.0011 0.0004 -0.0070 0.000
H 4.127 -2.958 -1.386 0.0036 0.0047 0.0018 0.000
H 3.427 -0.791 -2.005 0.0378 0.0542 0.0474 -0.002
Se -2.044 -3.860 3.993 0.0546 -0.1526 0.6265 0.571
Sb 0.042 -2.613 4.227 -0.0291 0.3776 -0.1949 -0.050
Se -0.301 -0.373 2.798 0.0013 0.0273 0.4853 0.039
Se 0.801 -1.760 6.297 0.0291 0.0923 -0.0281 0.018
Se 1.088 -4.457 3.053 0.0275 -0.0561 -0.0368 0.524
Se -0.311 2.378 1.811 0.1785 0.1123 -0.0202 -0.033
C -0.696 4.073 0.983 -0.0288 -0.0051 -0.0637 0.002
C -1.138 5.043 1.889 -0.0032 -0.0343 0.0102 -0.001
C -1.444 6.316 1.446 -0.0131 0.0128 -0.0094 0.000
N -1.355 6.710 0.173 0.0054 -0.0162 0.0025 -0.001
C -0.925 5.794 -0.686 0.0002 0.0129 0.0046 -0.001
C -0.588 4.492 -0.341 0.1065 0.0288 0.0061 0.009
H -1.244 4.798 2.938 -0.0067 0.0067 -0.0014 0.000
H -1.787 7.063 2.153 0.0023 -0.0023 0.0013 0.000
H -0.839 6.111 -1.722 -0.0003 0.0028 0.0005 0.000
H -0.228 3.842 -1.125 0.0383 0.0383 0.0199 -0.004

Record 2
33
Properties=species:S:1:pos:R:3:forces:R:3:mulliken_spin:R:1 method="wB97M-V/def2-TZVPD" charge=+3 energy_ev=-84814.4472 relative_energy_kcal_mol=6.6 spin_multiplicity=3
Mo 0.566 0.089 0.897 0.4762 0.7670 0.5281 1.216
C -2.264 4.180 -1.110 0.1253 -0.0040 0.0378 0.000
C -0.842 4.009 -0.726 -0.0742 0.1524 -0.0744 0.000
N 0.107 4.886 -0.820 0.1664 -0.3244 0.1621 0.004
N 1.239 4.262 -0.362 -0.1327 0.2615 -0.1361 0.004
C 1.022 3.022 0.010 0.1327 0.1094 -0.0139 -0.003
S 2.124 1.848 0.646 -0.1794 -0.3248 0.1150 -0.003
N -0.290 2.832 -0.205 -0.1970 -0.1544 0.0038 0.009
N -0.904 1.595 0.082 0.0722 -0.0836 -0.0270 -0.002
H -2.429 5.230 -1.342 0.0007 0.0030 -0.0115 0.000
H -2.936 3.897 -0.297 -0.0027 0.0081 0.0005 0.000
H -2.501 3.593 -2.000 -0.0042 -0.0018 0.0069 0.000
H 2.117 4.772 -0.352 -0.0131 0.0278 -0.0040 -0.001
H -1.608 1.735 0.815 -0.0265 0.0511 -0.0368 0.004
H -1.393 1.274 -0.760 -0.0016 -0.0091 0.0089 0.003
Cl 1.104 -2.075 5.598 0.2197 -0.2472 0.1837 0.102
C 0.273 -0.892 4.827 -0.1220 0.0976 -0.4590 0.171
Cl -0.830 0.028 5.624 -0.1892 0.1938 0.1760 0.103
Cl 1.676 -1.637 2.525 -0.0013 0.1681 0.0298 0.008
C 0.467 -0.641 3.436 0.2006 -0.1233 -0.2616 0.233
N -0.050 0.251 2.656 -0.1740 -0.1997 0.0515 -0.004
F 0.111 -5.935 -2.686 0.0018 0.0140 0.0044 0.010
C 0.276 -4.763 -2.158 -0.0588 -0.2186 -0.0557 0.044
C 1.143 -3.855 -2.770 0.0994 0.0238 -0.1086 -0.005
F 1.774 -4.198 -3.863 0.0011 0.0151 0.0031 0.000
C 1.322 -2.609 -2.210 0.0849 -0.0558 -0.1491 0.012
F 2.123 -1.722 -2.750 -0.0164 0.0314 0.0395 0.003
C 0.623 -2.289 -1.038 0.1746 0.5923 0.3981 0.030
O 0.744 -1.070 -0.489 -0.4209 -0.6811 -0.5315 0.037
C -0.237 -3.212 -0.431 -0.1325 -0.1465 0.0545 0.012
F -0.869 -2.827 0.681 0.0265 0.1166 0.0385 0.012
C -0.426 -4.449 -0.981 -0.0243 -0.0580 0.0017 0.001
F -1.232 -5.329 -0.444 -0.0111 -0.0005 0.0252 0.000

Record 3
93
Properties=species:S:1:pos:R:3:forces:R:3:lowdin_charge:R:1 method="wB97M-V/def2-TZVPD" charge=+2 energy_ev=-81160.4671 relative_energy_kcal_mol=82.9
Sn 1.779 -1.292 -0.904 0.0802 0.0155 0.0880 1.211
C -2.485 -0.656 -3.934 -0.0750 -0.1370 -0.0952 -0.066
C -1.079 -1.045 -3.708 0.3028 0.1711 0.1127 0.010
N -0.140 -0.178 -3.632 -0.2642 0.0860 -0.2443 0.183
C -1.054 1.744 -2.436 -0.0884 0.0772 0.0432 -0.204
C -2.153 2.386 -3.397 -0.0291 -0.1266 -0.0627 -0.148
N -3.217 1.376 -3.551 0.0444 0.0556 -0.0141 0.036
C -0.253 2.627 -1.513 -0.0283 -0.0579 -0.1731 -0.209
C -0.735 3.758 -0.881 0.0416 -0.0373 0.0899 0.061
C 0.118 4.447 -0.018 -0.0047 -0.0310 -0.0416 -0.135
C 1.404 3.946 0.156 0.0091 -0.0121 -0.0018 0.055
C 1.797 2.800 -0.524 0.0461 -0.0249 0.0552 -0.198
N 0.979 2.153 -1.350 -0.0200 0.1264 0.0013 0.174
C 3.154 2.217 -0.352 -0.0083 0.0103 -0.0236 -0.232
C 3.768 2.187 0.895 0.0155 -0.0452 -0.0321 -0.086
N 4.954 1.618 1.086 0.0103 -0.0116 -0.0403 0.103
C 5.546 1.116 0.008 0.0107 0.0221 0.0704 -0.096
C 4.939 1.154 -1.243 -0.0236 -0.0158 -0.0422 -0.100
N 3.736 1.682 -1.426 0.0151 0.0034 0.0521 0.131
C -0.330 5.668 0.689 -0.0118 0.0027 -0.0109 -0.181
C 0.060 5.919 2.000 -0.0199 -0.0154 -0.0297 -0.018
C -0.393 7.073 2.622 -0.0031 0.0310 0.0387 -0.121
N -1.180 7.965 2.030 0.0166 -0.0336 -0.0021 0.082
C -1.543 7.725 0.775 -0.0285 0.0360 -0.0100 -0.115
C -1.152 6.598 0.065 0.0082 -0.0222 0.0135 -0.008
H -3.099 -1.536 -4.096 -0.0294 0.0289 -0.0310 0.150
H -0.816 -2.076 -3.497 -0.0486 -0.0272 0.0660 0.127
H -2.531 3.304 -2.954 0.0133 0.0389 0.0370 0.148
H -1.753 4.092 -1.024 -0.0431 0.0238 -0.0097 0.126
H 2.112 4.471 0.785 0.0017 0.0142 -0.0020 0.131
H 3.279 2.604 1.769 -0.0262 0.0204 0.0170 0.113
H 6.524 0.671 0.139 -0.0021 -0.0171 0.0003 0.117
H 5.434 0.736 -2.112 0.0091 0.0038 0.0008 0.118
H 0.691 5.225 2.540 0.0220 -0.0029 0.0079 0.107
H -0.109 7.289 3.645 0.0036 -0.0017 0.0051 0.114
H -2.175 8.471 0.309 0.0009 -0.0032 -0.0063 0.116
H -1.464 6.473 -0.963 -0.0004 0.0059 -0.0045 0.115
S -0.806 -2.575 -0.494 -0.0959 -0.0567 0.0261 0.597
C -2.167 -1.743 0.160 0.2914 0.1208 -0.2010 -0.760
N -3.151 -2.460 0.921 -0.1346 -0.0362 0.0945 0.153
N -2.898 -3.657 1.062 -0.0124 -0.0669 0.0525 0.054
C -3.710 -4.571 1.767 0.0438 0.0274 -0.0370 -0.203
C -3.257 -5.885 1.812 -0.0346 -0.0152 0.0234 0.006
C -4.020 -6.822 2.485 0.0076 0.0079 -0.0056 -0.041
C -5.206 -6.434 3.093 0.0041 -0.0045 -0.0012 -0.030
C -5.641 -5.111 3.037 -0.0019 0.0239 -0.0034 -0.039
C -4.895 -4.160 2.370 -0.0036 -0.0404 0.0092 0.006
N -2.529 -0.517 0.064 -0.2706 -0.0516 0.1235 0.056
N -1.683 0.346 -0.529 0.2164 0.1719 -0.1387 0.102
C -1.871 0.677 -1.734 -0.1154 -0.0179 0.0789 -0.175
C -0.083 1.078 -3.382 0.2201 -0.1350 0.1486 0.020
C -1.624 2.527 -4.808 0.2058 -0.0942 0.1370 0.000
C -1.934 1.454 -5.527 0.0251 0.0024 -0.0939 0.007
C -2.905 0.597 -4.782 -0.0033 0.1068 0.0700 -0.168
C -2.944 0.224 -2.680 -0.0568 -0.0414 0.0339 -0.102
H -2.004 -3.992 0.622 0.0121 0.0090 -0.0214 0.070
H -2.329 -6.165 1.328 0.0091 0.0022 -0.0041 0.125
H -3.692 -7.851 2.534 0.0000 -0.0047 0.0008 0.121
H -5.802 -7.168 3.618 -0.0056 -0.0032 0.0039 0.122
H -6.567 -4.825 3.515 -0.0028 -0.0054 0.0027 0.121
H -5.211 -3.129 2.311 -0.0013 0.0043 0.0008 0.120
H 0.694 1.670 -3.853 -0.0517 -0.0297 -0.0049 0.165
H -0.976 3.337 -5.116 -0.0725 0.0417 -0.0632 0.135
H -1.595 1.244 -6.532 -0.0472 0.0255 -0.0349 0.131
H -3.789 0.374 -5.378 -0.0192 -0.0336 0.0242 0.158
H -3.812 -0.195 -2.175 0.0214 -0.0247 0.0237 0.161
C 3.461 -5.177 -1.526 -0.0130 -0.0047 -0.0063 -0.053
C 2.860 -4.190 -0.544 -0.0093 0.0356 0.0043 -0.553
C 1.879 -4.855 0.406 0.0306 -0.0542 0.0165 -0.077
O 2.203 -3.164 -1.288 0.0605 -0.0462 0.0123 -0.518
H 4.001 -5.966 -1.002 0.0069 -0.0046 0.0084 0.086
H 4.153 -4.673 -2.199 0.0062 0.0012 -0.0052 0.081
H 2.672 -5.637 -2.124 -0.0086 -0.0019 -0.0082 0.085
H 3.668 -3.743 0.048 -0.0130 0.0119 -0.0065 0.122
H 1.065 -5.315 -0.158 0.0017 -0.0034 -0.0192 0.075
H 1.452 -4.127 1.098 0.0060 0.0315 0.0208 0.053
H 2.380 -5.631 0.987 -0.0178 -0.0075 0.0031 0.087
C 4.259 -1.083 3.314 0.0246 -0.0440 -0.0308 0.025
N 3.005 -0.363 3.070 0.0470 0.0013 0.0259 -0.022
C 2.526 0.554 3.947 -0.0820 0.0357 0.0122 -0.014
C 1.388 1.243 3.701 0.0770 -0.0312 -0.0198 0.017
C 0.724 0.966 2.472 -0.0495 0.0350 -0.0070 -0.361
N 1.190 0.050 1.627 -0.0158 0.0045 -0.0738 0.162
C 2.323 -0.597 1.905 0.1347 -0.0525 0.0102 -0.526
O 2.807 -1.438 1.092 -0.2075 0.1053 -0.0714 -0.161
N -0.375 1.631 2.107 -0.0169 -0.0602 0.0780 0.209
H 4.630 -0.799 4.294 0.0132 -0.0086 0.0083 0.101
H 4.986 -0.816 2.552 0.0061 0.0311 0.0036 0.090
H 4.079 -2.154 3.278 -0.0055 0.0010 0.0164 0.106
H 3.111 0.700 4.844 -0.0054 -0.0105 0.0093 0.146
H 1.012 1.967 4.407 -0.0045 0.0112 0.0112 0.121
H -0.829 2.262 2.744 -0.0021 0.0266 -0.0221 0.124
H -0.836 1.374 1.244 0.0123 -0.0357 -0.0369 0.074

Record 4
14
Properties=species:S:1:pos:R:3:forces:R:3:lowdin_charge:R:1 method="wB97M-V/def2-TZVPD" charge=0 energy_ev=-13335.8105 smiles="C[N+](=O)[O-].C[N+](=O)[O-]" relative_energy_kcal_mol=161.5
C -0.051 -1.377 1.475 -0.1599 0.1685 0.0238 0.032
N 0.577 -2.464 2.272 0.1849 0.3865 0.1764 -0.459
O 0.724 -2.274 3.464 -0.1499 -0.0103 -0.0555 0.059
O 0.969 -3.434 1.671 0.0178 -0.4034 -0.2112 0.067
H -0.682 -0.793 2.134 0.0293 0.0251 0.0735 0.095
H -0.611 -1.803 0.653 0.0595 -0.1671 -0.0233 0.092
H 0.756 -0.765 1.083 0.0330 0.0100 0.0076 0.087
C -0.450 2.283 -2.261 -0.0430 0.0518 -0.0978 0.048
N 0.008 1.277 -1.269 0.0194 -0.0465 0.0573 -0.449
O 0.380 1.694 -0.193 0.0069 0.0797 0.0777 0.063
O 0.000 0.109 -1.592 -0.0499 -0.0785 -0.0975 0.068
H 0.437 2.790 -2.627 0.0325 0.0232 0.0163 0.103
H -1.094 2.985 -1.745 0.0090 0.0409 0.0534 0.098
H -0.964 1.772 -3.065 0.0105 -0.0800 -0.0007 0.095